a.
A single C3H6 molecule. Source: the OMol25 dataset; level of theory: ωB97M-V with the def2-TZVPD basis set.

Geometry (Å):
C -0.85051 -0.14495 -0.03832
C 0.38356 0.77414 0.02193
C 0.63019 -0.69506 -0.06656
H -1.53062 -0.00554 -0.91615
H -1.38885 -0.40807 0.88020
H 0.44723 1.29508 1.00243
H 0.60451 1.48478 -0.86971
H 0.90462 -1.11011 -0.95240
H 0.79987 -1.19027 0.93856

Results
Charge   0
HOMO level   -9.92 eV
Kohn-Sham gap   11.3 eV
LUMO   1.411 eV

b.
A 2-piece molecular cluster, C3H6 overall. Source: the OMol25 dataset; level of theory: ωB97M-V with the def2-TZVPD basis set.

Geometry (Å):
C -0.51620 -0.83682 0.86968
C -0.38439 0.21946 0.15722
C 0.63711 0.45481 -0.87702
H -1.30468 -1.05063 1.55497
H 0.17679 -1.58318 0.51501
H -1.49891 1.51752 1.10652
H 0.90341 1.38745 -1.22130
H 0.36521 -0.26721 -1.62560
H 1.62166 0.15859 -0.47947

Results
Charge   0
HOMO level   -9.39 eV
Kohn-Sham gap   9.5 eV
LUMO   0.129 eV

What should be chosen as the least stable of them? Choose b.

a.
A 2-piece molecular cluster, C3H6 overall. Source: the OMol25 dataset; level of theory: ωB97M-V with the def2-TZVPD basis set.

Geometry (Å):
C -0.60264 -1.23714 -0.05593
C 0.00884 -0.17671 0.35530
C 0.35283 0.96755 -0.37394
H -0.60529 -2.18366 0.54788
H -1.05784 -1.25895 -0.98944
H 0.46461 0.12738 1.85057
H 1.37922 1.08629 -0.02981
H -0.20525 1.77425 0.18708
H 0.26551 0.90098 -1.49171

Results
Charge   0
HOMO level   -9.50 eV
Kohn-Sham gap   10.6 eV
LUMO   1.135 eV

b.
A 2-piece molecular cluster, C3H6 overall. Source: the OMol25 dataset; level of theory: ωB97M-V with the def2-TZVPD basis set.

Geometry (Å):
C -0.27762 0.91236 0.78041
C 0.31323 -0.11104 -0.03136
C -0.07196 -1.03256 -0.98130
H -1.30190 0.86580 1.27052
H 0.58099 1.49773 2.21482
H -0.01160 1.96857 0.54231
H 1.40456 0.03914 0.08036
H 0.80766 -1.51743 -1.44147
H -1.10150 -1.32930 -1.08949

Results
Charge   0
HOMO level   -9.03 eV
Kohn-Sham gap   9.3 eV
LUMO   0.233 eV

What should be chosen as the least stable of them? Choose b.

a.
A single C11H18Si molecule. Source: the OMol25 dataset; level of theory: ωB97M-V with the def2-TZVPD basis set.

Geometry (Å):
C 3.70775 -0.56170 -0.38862
C 2.92945 -1.73347 -0.57565
C 3.21480 0.53088 0.21486
C 1.62144 -1.70018 -0.08003
C 1.43929 1.82841 -0.52024
C -0.08532 1.81734 -0.66481
C 1.79725 0.81523 0.53658
C 1.03230 -0.50565 0.46539
C -0.49156 0.38086 -0.88304
C -2.71489 0.63601 1.29610
C -2.23301 -2.08014 0.13106
Si -2.20675 -0.23209 -0.27809
H 4.72838 -0.63636 -0.85073
H 3.42390 -2.61491 -0.83571
H 3.93543 1.30643 0.52617
H 0.99904 -2.57102 0.01832
H 1.76216 1.63806 -1.52632
H 1.73625 2.80742 -0.35870
H -0.73603 2.35714 0.20738
H -0.46472 2.33431 -1.54119
H 1.75516 1.18246 1.51396
H 0.22853 -0.78401 1.23170
H -0.30312 -0.06812 -1.89860
H -3.78560 0.71304 1.44135
H -2.36250 0.06966 2.15641
H -2.36068 1.60579 1.48425
H -1.26817 -2.57926 0.30507
H -2.78653 -2.07557 1.10575
H -3.02337 -2.65978 -0.32541
H -3.01096 0.01466 -1.35320

Results
Charge   0
HOMO level   -7.19 eV
Kohn-Sham gap   7.6 eV
LUMO   0.406 eV

b.
A 2-piece molecular cluster, C11H18Si overall. Source: the OMol25 dataset; level of theory: ωB97M-V with the def2-TZVPD basis set.

Geometry (Å):
C 2.45926 1.51954 -2.21799
C 1.28381 0.82466 -2.38078
C -2.46178 0.10493 1.69359
C -1.32331 -0.44497 1.20684
C 3.34543 0.64905 -1.35586
C -3.52426 -0.91920 1.69622
C -1.54001 -1.78225 0.58251
C 2.72249 -0.81193 -1.34540
C -3.05084 -2.08597 0.78896
C 1.37248 -0.43285 -1.75717
C 0.35883 2.51309 0.92774
Si 0.32749 0.59082 1.08664
H 2.66159 2.48801 -2.48045
H 0.40175 1.12971 -2.71450
H -2.64616 1.13758 1.98777
H 4.41689 0.71035 -1.49433
H 3.05594 0.88928 -0.23811
H -3.90327 -1.20900 2.73824
H -4.35594 -0.59942 1.14212
H -1.03303 -1.49570 -0.37769
H -0.91906 -2.66783 0.93220
H 3.11462 -1.50372 -2.09071
H 2.98920 -1.22072 -0.36068
H -3.01134 -3.09782 1.20777
H -3.52829 -2.11626 -0.23591
H 0.51931 -1.15533 -1.82682
H -0.39959 2.81719 0.15867
H 0.05726 2.92287 1.97436
H 1.31813 2.77095 0.51916
H 1.29241 0.47494 2.23362

Results
Charge   0
HOMO level (spin up / spin down)   -6.91 / -6.64 eV
Kohn-Sham gap (spin up / spin down)   7.1 / 6.9 eV
LUMO (spin up / spin down)   0.156 / 0.268 eV

What should be chosen as the least stable of them? Choose b.

a.
A single C3H5NO3 molecule. Source: the OMol25 dataset; level of theory: ωB97M-V with the def2-TZVPD basis set.

Geometry (Å):
C -1.26730 0.33852 0.74400
C 0.20362 0.65691 0.82364
O 0.62004 1.64293 1.39863
N 1.08716 -0.24238 0.24352
C 0.64721 -1.07328 -0.83096
O 0.38997 -2.23028 -0.75263
O 0.57542 -0.44610 -2.02849
H -1.78891 1.04637 1.37738
H -1.64807 0.46057 -0.27134
H -1.46483 -0.68144 1.07252
H 2.05581 0.00636 0.24333
H 0.58989 0.52182 -2.01959

Results
Charge   0
HOMO level   -10.42 eV
Kohn-Sham gap   10.8 eV
LUMO   0.341 eV

b.
A single C3H5NO3 molecule. Source: the OMol25 dataset; level of theory: ωB97M-V with the def2-TZVPD basis set.

Geometry (Å):
C -0.76422 1.41932 -0.23800
C -0.93004 0.13277 -0.05712
C 0.20997 -1.14304 0.11953
O 1.46057 -0.59312 0.02032
N -2.29992 -0.28548 -0.09034
O -3.16178 0.51167 0.26114
O -2.53857 -1.46925 -0.24098
H -1.55589 2.14942 -0.44092
H 0.14218 1.93940 -0.37118
H 0.16206 -1.76202 1.01392
H 0.06142 -1.88271 -0.67842
H 2.19302 -1.24890 -0.17757

Results
Charge   0
HOMO level   -10.71 eV
Kohn-Sham gap   10.4 eV
LUMO   -0.350 eV

c.
A single C3H5NO3 molecule. Source: the OMol25 dataset; level of theory: ωB97M-V with the def2-TZVPD basis set.

Geometry (Å):
C 2.20629 1.16292 -0.00214
C 1.40231 -0.12759 -0.02542
O 1.76736 -1.26284 -0.06559
O 0.08341 0.25466 0.11929
C -0.84521 -0.73013 0.04316
N -2.09090 -0.53999 -0.00540
O -2.49861 0.83048 -0.07810
H 2.01422 1.76304 0.90042
H 3.27399 0.86470 -0.06504
H 1.91852 1.80108 -0.87478
H -0.51608 -1.74851 0.12367
H -3.45192 0.68993 0.05498

Results
Charge   0
HOMO level   -9.96 eV
Kohn-Sham gap   10.7 eV
LUMO   0.769 eV

What should be chosen as the least stable of them? Choose b.

a.
A 2-piece molecular cluster, C5H11OS overall. Source: the OMol25 dataset; level of theory: ωB97M-V with the def2-TZVPD basis set.

Geometry (Å):
C -2.55889 -0.14731 0.66026
C -1.48987 -0.81906 1.03905
C 1.95827 -0.25981 -1.17080
C 0.79021 1.48920 0.73087
C -0.43689 -1.07203 0.10547
O 1.95960 -0.74207 1.51116
S 1.17073 -0.22308 0.46285
H -3.49912 -0.16250 1.32272
H -2.62379 0.14559 -0.42222
H -1.44451 -1.10596 2.05472
H 2.60351 -1.17898 -1.19319
H 2.41150 0.67064 -1.54135
H 1.05888 -0.56383 -1.85158
H 1.55203 2.09442 1.32324
H -0.21258 1.51532 1.32089
H 0.56633 1.83629 -0.27324
H -0.21149 -2.17141 -0.02786
H -0.69214 -0.49788 -1.22202

Results
Charge   +1
HOMO level   -14.53 eV
Kohn-Sham gap   10.8 eV
LUMO   -3.764 eV

b.
An isolated ion of composition C5H11OS and charge +1. Source: the OMol25 dataset; level of theory: ωB97M-V with the def2-TZVPD basis set.

Geometry (Å):
C 1.93101 0.04464 0.69122
C 1.60214 0.86998 -0.57311
C -0.33624 -0.40504 1.46631
C 0.38952 0.28422 -1.24261
C -2.35351 -0.77766 -0.46789
O -1.42383 1.63552 0.35618
S -0.98982 0.30502 0.06354
H 2.12187 -1.05710 0.57090
H 2.30984 0.40817 1.54748
H 1.22452 1.86737 -0.31712
H 2.54545 1.02296 -1.08369
H 0.13110 -1.38959 1.49275
H -0.31624 0.19786 2.44165
H 0.17998 0.73339 -2.18553
H 0.70787 -0.75067 -1.09216
H -2.61273 -0.41031 -1.44089
H -3.04718 -0.74115 0.29942
H -2.06374 -1.83761 -0.52647

Results
Charge   +1
HOMO level (spin up / spin down)   -13.93 / -13.93 eV
Kohn-Sham gap (spin up / spin down)   8.9 / 8.9 eV
LUMO (spin up / spin down)   -5.065 / -5.066 eV

What should be chosen as the least stable of them? Choose b.

a.
A 2-piece molecular cluster, C4H7NO overall. Source: the OMol25 dataset; level of theory: ωB97M-V with the def2-TZVPD basis set.

Geometry (Å):
C -0.30230 0.32811 0.78159
C 1.54637 0.60038 -0.11001
C 2.09073 -0.80819 0.13407
C -2.64458 0.19101 -0.24070
N -1.38581 0.20870 0.39334
O 1.01702 0.88741 -1.17593
H 1.98664 1.36370 0.52561
H 1.39293 -1.48974 -0.39919
H 2.10376 -1.14833 1.21781
H 3.07724 -0.59398 -0.32423
H -2.68299 -0.80267 -0.71035
H -2.74697 1.17498 -0.75404
H -3.45203 0.08862 0.66203

Results
Charge   0
HOMO level (spin up / spin down)   -4.86 / -10.02 eV
Kohn-Sham gap (spin up / spin down)   5.8 / 8.0 eV
2S+1   3
LUMO (spin up / spin down)   0.985 / -2.037 eV

b.
A single C4H7NO molecule. Source: the OMol25 dataset; level of theory: ωB97M-V with the def2-TZVPD basis set.

Geometry (Å):
C -1.05678 0.03252 -0.14268
C 1.40950 0.13266 -0.56860
C -1.60847 -1.13296 0.57279
C 2.75144 0.89266 -0.05906
N 0.18939 0.26952 -0.32822
O -2.14189 0.51028 -0.86957
H -2.56402 -0.88226 1.17874
H -1.02116 -1.60957 1.22107
H -1.98266 -1.70817 -0.27325
H 3.35108 0.90643 -0.95333
H 3.25035 0.65569 0.82139
H 2.32706 1.80590 -0.26342
H -2.90383 0.12730 -0.33588

Results
Charge   0
HOMO level (spin up / spin down)   -5.07 / -10.78 eV
Kohn-Sham gap (spin up / spin down)   5.9 / 10.6 eV
2S+1   3
LUMO (spin up / spin down)   0.780 / -0.183 eV

What should be chosen as the least stable of them? Choose a.